Molecular formula: C19H27N3O3S
Method: DFT, the ωB97M-V functional and the def2-TZVPD basis

Geometry as XYZ:
```
53
Properties=species:S:1:pos:R:3:nbo_charge:R:1
S 1.22 1.16 2.38 0.245
O 3.14 -2.13 1.61 -0.634
O -1.68 2.53 -1.66 -0.553
O -3.24 0.60 0.30 -0.599
N 0.32 -1.01 1.30 -0.556
N -1.12 0.84 1.10 -0.455
N 3.06 -0.21 0.41 -0.633
C -0.39 3.07 0.28 -0.433
C -2.70 -2.12 -0.47 -0.140
C -2.16 0.09 0.52 0.678
C -0.56 -1.80 0.61 0.254
C -1.31 2.27 1.22 -0.242
C 0.02 0.22 1.50 0.333
C -2.34 -3.42 -0.77 -0.232
C 2.26 -0.69 -1.84 -0.613
C 4.66 -0.07 -1.41 -0.606
C 2.87 -0.95 1.52 0.710
C -0.38 2.50 -1.14 -0.053
C -1.96 1.62 -2.71 0.112
C -1.09 -3.91 -0.37 -0.176
C -1.81 -1.29 0.22 -0.233
C -1.31 2.05 -4.02 -0.636
C 3.43 -0.78 -0.87 -0.058
C 2.40 -0.17 2.74 -0.609
C -3.47 1.55 -2.83 -0.627
C -0.21 -3.11 0.31 -0.234
H -3.02 -4.06 -1.30 0.217
H 4.97 -0.52 -2.35 0.212
H -2.35 2.46 0.95 0.269
H -3.75 0.81 -3.57 0.204
H -1.13 2.58 2.26 0.214
H -0.77 4.09 0.24 0.225
H -1.56 0.63 -2.42 0.157
H 3.25 0.32 3.22 0.250
H 2.51 -1.17 -2.78 0.215
H 0.76 -3.47 0.63 0.242
H -0.83 -4.93 -0.61 0.217
H -1.60 1.37 -4.82 0.213
H 2.79 0.76 0.42 0.394
H -3.89 1.27 -1.86 0.244
H 3.66 -1.83 -0.67 0.231
H 1.38 -1.18 -1.42 0.219
H 0.31 3.10 -1.76 0.172
H -0.22 2.05 -3.94 0.204
H 1.94 -0.86 3.45 0.259
H 2.02 0.36 -2.05 0.194
H -3.87 2.52 -3.11 0.206
H 0.63 3.09 0.66 0.212
H 0.00 1.46 -1.13 0.159
H 5.49 -0.14 -0.71 0.218
H -1.63 3.05 -4.28 0.211
H 4.45 0.99 -1.59 0.196
H -3.65 -1.71 -0.77 0.234
```

Kohn-Sham gap: 8.9 eV
Total charge: 0
Energy above the lowest of the compared OMol25 structures with the same formula, charge and spin: 19.6 kJ/mol

***

Molecular formula: C4H5NO
Method: DFT, the ωB97M-V functional and the def2-TZVPD basis

Geometry as XYZ:
```
11
Properties=species:S:1:pos:R:3:nbo_charge:R:1
O 2.54 1.46 -1.42 -0.421
N 1.49 1.80 -0.94 0.200
C 0.03 -1.75 0.05 -0.699
C 0.49 2.16 -0.49 -0.042
C -1.66 0.05 1.06 -0.307
C -0.89 -0.76 0.60 0.040
H -0.46 2.33 -0.04 0.261
H -2.34 0.76 1.48 0.239
H 0.45 -1.41 -0.90 0.245
H -0.49 -2.70 -0.12 0.241
H 0.85 -1.94 0.74 0.243
```

Kohn-Sham gap: 10.8 eV
Total charge: 0
Energy above the lowest of the compared OMol25 structures with the same formula, charge and spin: 473.4 kJ/mol

***

Molecular formula: C37H96O11
Method: DFT, the ωB97M-V functional and the def2-TZVPD basis

Geometry as XYZ:
```
144
Properties=species:S:1:pos:R:3:lowdin_charge:R:1
O -9.41 12.70 24.44 -0.090
O -7.84 2.55 24.53 -0.177
O -8.12 9.80 25.00 -0.086
O -12.40 5.85 23.94 -0.092
O -10.72 5.13 14.72 -0.161
O -10.93 4.15 19.48 -0.085
O -10.33 5.58 21.83 -0.075
O -6.59 3.91 18.82 -0.180
O -11.08 10.52 18.86 -0.176
O -10.83 6.56 26.46 -0.093
O -5.61 11.56 20.53 -0.070
C -7.34 4.85 24.87 -0.073
C -11.52 12.73 23.24 -0.070
C -9.46 2.24 19.86 -0.043
C -7.86 11.38 21.33 -0.067
C -14.12 5.80 22.31 -0.045
C -10.91 2.75 19.67 -0.481
C -7.00 4.53 16.52 -0.075
C -9.08 4.65 13.12 -0.066
C -12.65 10.82 20.69 -0.078
C -10.27 6.97 21.58 -0.512
C -6.72 4.23 20.21 -0.326
C -7.34 13.05 19.56 -0.051
C -10.62 14.81 24.49 -0.060
C -6.48 11.51 25.55 -0.034
C -13.80 5.43 23.79 -0.426
C -8.71 1.56 24.03 -0.275
C -11.96 8.58 27.02 -0.072
C -11.94 4.80 15.34 -0.259
C -10.98 10.36 17.43 -0.298
C -11.72 2.42 20.91 -0.070
C -5.95 9.07 24.63 -0.036
C -10.40 4.24 13.70 -0.324
C -12.28 5.89 16.38 -0.049
C -9.59 10.28 16.90 -0.084
C -10.76 13.31 24.41 -0.445
C -13.92 3.95 23.97 -0.047
C -9.67 8.21 27.93 -0.063
C -9.19 7.54 22.44 -0.042
C -8.38 3.86 24.47 -0.285
C -10.01 7.26 20.14 -0.042
C -6.83 10.32 24.65 -0.507
C -7.87 0.32 23.81 -0.061
C -6.15 3.17 21.08 -0.086
C -6.97 11.65 20.12 -0.483
C -10.62 8.01 26.76 -0.471
C -12.45 10.35 19.26 -0.277
C -7.34 4.88 17.97 -0.235
H -11.36 2.34 18.80 0.121
H -10.02 7.71 28.83 0.075
H -11.69 1.28 21.11 0.116
H -9.95 6.13 26.47 0.083
H -6.45 11.11 26.55 0.080
H -5.05 3.13 20.94 0.086
H -10.42 3.28 14.14 0.102
H -12.08 5.99 24.85 0.066
H -13.71 10.60 20.87 0.084
H -7.52 10.55 21.95 0.053
H -5.24 10.65 20.28 0.130
H -5.94 4.73 16.29 0.080
H -11.57 9.48 17.14 0.108
H -11.82 5.71 17.34 0.050
H -8.72 3.98 12.33 0.075
H -14.26 6.89 22.17 0.081
H -12.04 6.84 15.93 0.066
H -10.64 4.66 20.27 0.042
H -6.31 3.37 22.14 0.065
H -11.60 11.63 23.46 0.093
H -10.46 15.31 23.54 0.076
H -6.47 8.35 23.94 0.076
H -8.90 11.13 21.15 0.069
H -10.84 6.84 19.52 0.085
H -8.28 4.75 13.88 0.060
H -6.73 13.71 20.18 0.078
H -5.90 8.64 25.63 0.078
H -7.47 -0.13 24.75 0.091
H -11.06 5.48 22.44 0.054
H -6.91 5.87 18.29 0.122
H -14.43 6.07 24.38 0.128
H -13.59 3.58 24.88 0.059
H -11.80 9.59 27.49 0.099
H -9.45 1.40 24.79 0.109
H -7.01 4.92 25.91 0.073
H -11.49 11.19 16.92 0.116
H -7.89 12.32 21.91 0.081
H -8.70 7.70 27.71 0.092
H -9.00 9.46 17.25 0.055
H -6.39 2.16 20.73 0.083
H -12.70 4.69 14.58 0.108
H -9.08 2.51 20.89 0.072
H -11.56 15.23 24.88 0.088
H -15.08 5.42 22.02 0.062
H -13.15 10.87 18.58 0.123
H -9.43 7.46 23.52 0.083
H -12.56 13.19 23.24 0.109
H -6.94 10.80 23.67 0.094
H -8.43 -0.41 23.30 0.050
H -7.06 13.24 18.53 0.068
H -6.29 5.25 20.56 0.148
H -12.60 8.66 26.09 0.102
H -6.42 4.73 24.31 0.071
H -11.08 4.15 12.93 0.095
H -9.11 6.76 19.79 0.074
H -8.73 2.62 19.09 0.082
H -11.28 7.38 21.83 0.145
H -9.52 9.28 28.20 0.094
H -8.98 11.21 17.16 0.093
H -12.37 11.89 20.88 0.066
H -5.50 11.90 25.26 0.085
H -7.14 10.82 19.42 0.129
H -7.77 4.25 20.36 0.061
H -8.78 4.07 23.43 0.117
H -8.80 13.33 24.05 0.069
H -9.64 10.17 15.78 0.095
H -12.74 2.82 20.89 0.070
H -7.67 5.12 15.87 0.062
H -8.33 6.90 22.24 0.077
H -4.96 9.28 24.19 0.084
H -13.33 5.94 16.57 0.060
H -8.42 4.85 18.09 0.100
H -12.63 9.28 19.25 0.108
H -6.92 0.54 23.35 0.066
H -12.03 10.29 21.40 0.057
H -12.51 8.00 27.72 0.067
H -15.01 3.74 23.74 0.107
H -11.19 12.96 25.34 0.129
H -8.40 13.37 19.66 0.083
H -13.40 3.44 23.18 0.056
H -9.18 2.01 23.10 0.111
H -11.76 3.77 15.80 0.134
H -11.04 12.89 22.27 0.069
H -9.25 5.62 12.56 0.098
H -7.21 12.26 25.35 0.044
H -9.30 3.90 25.08 0.115
H -11.30 3.01 21.72 0.057
H -7.73 5.88 24.71 0.063
H -9.92 8.35 19.95 0.086
H -8.66 10.62 24.80 0.075
H -13.32 5.41 21.66 0.079
H -9.43 1.14 19.83 0.079
H -7.17 3.48 16.36 0.072
H -9.81 15.19 25.09 0.078
H -10.14 8.45 25.88 0.114
H -8.89 8.59 22.20 0.078
```

Kohn-Sham gap: 9.9 eV
Total charge: 0
Energy above the lowest of the compared OMol25 structures with the same formula, charge and spin: 24.4 kJ/mol

***

Molecular formula: C2H3IN2O
Method: DFT, the ωB97M-V functional and the def2-TZVPD basis

Geometry as XYZ:
```
9
Properties=species:S:1:pos:R:3:nbo_charge:R:1
I -3.51 -0.60 -0.05 0.381
O -2.22 3.18 0.15 -0.421
N -2.82 2.10 0.16 0.188
N -2.30 0.97 0.00 -0.428
C 0.17 -0.42 0.25 -0.468
C -0.32 0.63 -0.33 0.033
H -0.15 1.24 -1.20 0.226
H 1.22 -0.76 0.32 0.250
H -0.48 -0.92 1.00 0.239
```

Kohn-Sham gap (alpha / beta): 7.9 / 7.9 eV
Total charge: 0
Energy above the lowest of the compared OMol25 structures with the same formula, charge and spin: 568.7 kJ/mol